Here is a molecular structure, C36H29CaN3O7P4Se2 at a distorted geometry from OMol25. Energies are from wB97M-V/def2-TZVPD.

## Properties
energy above the lowest of the compared OMol25 structures with the same formula, charge and spin = 162.8 kcal/mol
highest occupied orbital energy = -2.534 eV
total charge = -2

Geometry (Å):
Ca  -2.87180  -2.02149  1.17017
Se  4.91728  -1.37414  0.04600
P  3.40537  0.07637  -0.28508
C  3.59442  1.45382  0.88842
C  3.62849  2.78813  0.51655
C  3.77016  3.78781  1.47601
C  3.89191  3.45054  2.81189
C  3.87404  2.11101  3.18983
C  3.72465  1.12042  2.23863
C  3.60505  0.75119  -1.95487
C  2.77149  0.31271  -2.97357
C  3.05175  0.64096  -4.29550
C  4.15160  1.42285  -4.60010
C  4.98837  1.87076  -3.58059
C  4.72575  1.52357  -2.26787
C  1.70936  -0.50557  -0.11435
C  0.39610  -0.00941  -0.10738
N  -0.39749  -1.03300  0.19857
N  0.34228  -2.11705  0.35285
N  1.61580  -1.82606  0.16995
P  -0.53844  1.51356  -0.22817
Se  -2.57119  1.20157  -0.70811
C  -0.37995  2.37933  1.35723
C  0.07304  1.69394  2.47446
C  0.00612  2.28763  3.73099
C  -0.49723  3.56733  3.87011
C  -0.95632  4.25954  2.75202
C  -0.91577  3.66121  1.50673
C  0.23162  2.58323  -1.48833
C  0.89546  3.75986  -1.17194
C  1.36450  4.60537  -2.17412
C  1.15538  4.28056  -3.50256
C  0.47736  3.11050  -3.82768
C  0.01696  2.27041  -2.83147
H  3.54101  3.06042  -0.52583
H  3.77981  4.82769  1.17344
H  3.99236  4.22489  3.56182
H  3.96469  1.84049  4.23384
H  3.71811  0.07668  2.52998
H  1.91420  -0.30396  -2.73248
H  2.40013  0.28539  -5.08339
H  4.36305  1.68287  -5.62985
H  5.85755  2.47232  -3.81465
H  5.41166  1.81843  -1.48299
H  0.44607  0.68343  2.36723
H  0.34066  1.73543  4.59886
H  -0.55255  4.02481  4.85025
H  -1.37657  5.25156  2.85878
H  -1.33747  4.17232  0.64955
H  1.05044  4.02663  -0.13726
H  1.88756  5.51561  -1.90877
H  1.51685  4.93476  -4.28612
H  0.30565  2.85196  -4.86453
H  -0.53686  1.37437  -3.08554
O  -5.32420  1.06702  1.24701
P  -5.77193  -0.44522  1.65027
O  -7.24211  -0.54028  1.55096
O  -4.86591  -1.35271  0.80522
O  -5.15262  -0.55256  3.13752
P  -3.53827  -0.89082  3.79816
O  -2.70949  -0.15020  2.45025
O  -3.64584  -2.48105  3.32059
O  -2.22094  -2.25793  3.74719
H  -6.10929  1.54693  0.98344
H  -3.38694  0.13825  1.80927
C  -3.23892  -8.04306  0.52925
C  -3.48549  -7.02494  1.48304
C  -3.22081  -5.72160  1.16954
C  -2.69984  -5.32258  -0.09641
C  -2.43962  -3.92681  -0.36542
C  -1.94702  -3.69654  -1.63553
C  -1.70808  -4.70439  -2.60312
C  -1.95901  -6.01464  -2.31628
C  -2.46549  -6.35895  -1.03800
C  -2.74074  -7.71088  -0.69639
H  -3.44162  -9.08013  0.77350
H  -3.88274  -7.27822  2.45839
H  -3.41405  -4.95970  1.91899
H  -1.69743  -2.67803  -1.93334
H  -1.31553  -4.43320  -3.57908
H  -1.77511  -6.80064  -3.04327
H  -2.54346  -8.48073  -1.43678

Results of the Löwdin charge analysis, in e, for atoms 1 through 8:
1 Ca 1.2716
2 Se 0.2124
3 P 0.5160
4 C -0.3411
5 C -0.1008
6 C -0.0875
7 C -0.0945
8 C -0.0865

***

Here is 2 unconnected molecules or ions with the total composition C36H29F6Si at a distorted geometry from OMol25. Energies are from wB97M-V/def2-TZVPD.

## Properties
energy above the lowest of the compared OMol25 structures with the same formula, charge and spin = 0.4 kcal/mol
highest occupied orbital energy = -10.985 eV
total charge = +1

Geometry (Å):
C  -2.87671  -2.20793  5.09951
C  -2.67233  -0.84147  5.30328
C  -1.70346  -0.15163  4.56190
C  -0.94245  -0.82766  3.60212
Si  0.33887  0.04057  2.56965
C  0.46263  1.79813  3.18965
C  1.59526  2.26352  3.86733
C  1.64819  3.58799  4.32000
C  0.57304  4.45337  4.09802
C  -0.55702  3.99113  3.41710
C  -0.61173  2.66977  2.95236
C  1.95188  -0.77982  3.03471
C  2.10828  -1.37106  4.29791
C  3.34875  -1.89295  4.69053
C  4.44208  -1.83661  3.82063
C  4.28567  -1.25191  2.56034
C  3.04771  -0.73261  2.16110
C  -0.02024  0.10304  0.73310
C  -1.30218  -0.59392  0.37913
C  -2.30480  -0.02877  -0.34100
C  -1.10989  -2.21096  3.43703
C  -2.08458  -2.89470  4.17681
H  -3.64128  -2.74203  5.67092
H  -3.26486  -0.30208  6.04006
H  -1.54217  0.91225  4.73610
H  2.44174  1.59640  4.03577
H  2.53565  3.93895  4.84281
H  0.61218  5.48402  4.46007
H  -1.40550  4.65248  3.23978
H  -1.48918  2.32135  2.39920
H  1.26067  -1.43043  4.98470
H  3.45328  -2.34125  5.67823
H  5.41056  -2.23994  4.12969
H  5.13434  -1.19595  1.87872
H  2.93299  -0.28652  1.17183
H  -0.06487  1.17142  0.45850
H  0.86274  -0.35889  0.25662
H  -1.39751  -1.62072  0.75008
H  -3.33694  -0.31461  -0.11254
H  -2.07797  0.84150  -0.96926
H  -0.47997  -2.75914  2.73161
H  -2.21355  -3.96673  4.02239
F  -9.11873  3.34265  -1.87624
C  -9.07942  1.97984  -1.73880
F  -9.56460  1.68321  -0.49495
F  -9.97598  1.46754  -2.64367
C  -7.69671  1.43386  -1.95660
C  -7.25321  0.33013  -1.22694
C  -5.95308  -0.11367  -1.38448
C  -5.03738  0.49003  -2.30380
C  -3.71185  -0.07652  -2.40280
C  -2.73960  0.15259  -3.44154
C  -2.71534  1.22769  -4.37381
C  -1.80705  1.26284  -5.42223
C  -0.77643  0.32660  -5.47023
C  0.28574  0.45072  -6.52481
F  1.46708  -0.12207  -6.13859
F  -0.08547  -0.16474  -7.69414
F  0.55172  1.75802  -6.83438
C  -0.71576  -0.71288  -4.54398
C  -1.65823  -0.77691  -3.53804
C  -5.56082  1.58821  -3.04890
C  -6.86593  2.03255  -2.89687
H  -7.92630  -0.16284  -0.53206
H  -5.62392  -0.97942  -0.80611
H  -3.63448  -1.07505  -1.94952
H  -3.40070  2.06370  -4.29641
H  -1.88085  2.03464  -6.18510
H  0.07538  -1.45638  -4.60731
H  -1.58570  -1.57130  -2.79262
H  -4.96664  2.10584  -3.78834
H  -7.23562  2.85873  -3.50162

Results of the Löwdin charge analysis, in e, for atoms 1 through 8:
1 C -0.0841
2 C -0.0736
3 C -0.0733
4 C -0.2689
5 Si 0.6959
6 C -0.2575
7 C -0.0700
8 C -0.0716

***

Here is a molecular structure, C36H29N5O9PV from OMol25. Energies are from wB97M-V/def2-TZVPD.

## Properties
energy above the lowest of the compared OMol25 structures with the same formula, charge and spin = 2.0 kcal/mol
highest occupied orbital energy (alpha / beta) = -3.216 / -3.305 eV
total charge = -2
multiplicity = 3
expectation value of S² = 2.0134

Geometry (Å):
V  -1.07219  -0.99438  0.30130
O  3.91253  -3.15970  4.85128
C  2.70226  -3.45607  4.90638
O  2.08384  -4.19048  5.69581
C  1.82943  -2.79985  3.80244
C  2.40299  -1.94542  2.86833
C  1.62308  -1.39964  1.86718
N  0.32226  -1.67453  1.75335
C  -0.25268  -2.46395  2.67375
C  0.46317  -3.04112  3.70446
C  -1.74600  -2.65383  2.48729
O  -2.40458  -3.29456  3.27672
O  -2.21125  -2.07645  1.40999
H  3.46096  -1.73219  2.94756
H  2.01385  -0.71286  1.12687
H  -0.02942  -3.67934  4.42373
C  5.15474  -3.14145  -2.57851
C  4.49022  -2.54571  -3.64293
C  3.29635  -1.87276  -3.43132
C  2.74838  -1.77702  -2.15123
C  3.42225  -2.38600  -1.09408
C  4.61535  -3.06471  -1.30381
P  1.12317  -0.99490  -1.79347
C  0.99438  0.30801  -3.07254
C  2.07638  1.12280  -3.41263
C  1.89492  2.25028  -4.20092
C  0.62522  2.59126  -4.64734
C  -0.45766  1.78959  -4.31427
C  -0.27448  0.65209  -3.54106
C  -0.05346  -2.30310  -2.23572
C  -0.01473  -3.09575  -3.38378
C  -0.95381  -4.09857  -3.53980
C  -1.91328  -4.30145  -2.54705
C  -1.93927  -3.50301  -1.41486
C  -1.00547  -2.47220  -1.22316
H  6.08777  -3.66608  -2.74440
H  4.90121  -2.60866  -4.64360
H  2.78512  -1.41539  -4.26916
H  3.00645  -2.34253  -0.09527
H  5.11864  -3.52981  -0.46559
H  3.06878  0.88599  -3.04762
H  2.74594  2.87362  -4.44974
H  0.47898  3.48707  -5.23826
H  -1.45909  2.06104  -4.62320
H  -1.13185  0.05767  -3.25462
H  0.74615  -2.93660  -4.14116
H  -0.94104  -4.72715  -4.42299
H  -2.64416  -5.09433  -2.66884
H  -2.69515  -3.67656  -0.65592
O  -3.70481  4.55679  0.03292
C  -3.12768  3.49965  0.08154
C  -3.04023  2.46395  -1.03561
O  -3.46048  2.60233  -2.17080
C  -2.31752  1.35819  -0.44104
C  -1.96113  1.59572  0.89092
O  -1.27158  0.72113  1.51262
C  -2.37801  2.94361  1.29346
O  -2.13777  3.54740  2.31903
O  -1.91497  0.24398  -0.98043
C  1.09756  2.70783  -0.20710
N  1.68844  4.04743  -0.07433
C  3.10442  3.94647  -0.41942
N  3.83157  2.99503  0.43047
C  3.17497  1.68550  0.29271
N  1.76316  1.72873  0.65607
C  1.65179  2.18547  2.04507
N  2.26474  3.50980  2.23133
C  1.58176  4.44620  1.33349
C  3.66550  3.42576  1.82492
H  1.17303  2.38528  -1.24740
H  0.04497  2.76176  0.06298
H  3.56787  4.93201  -0.31554
H  3.18921  3.62377  -1.46050
H  3.69171  0.96906  0.93839
H  3.26686  1.35151  -0.74430
H  2.15374  1.46500  2.69617
H  0.59784  2.22701  2.32159
H  2.02618  5.43878  1.45248
H  0.52682  4.49403  1.61037
H  4.18069  2.71407  2.47456
H  4.12962  4.40930  1.94350

Results of the Löwdin charge analysis, in e, for atoms 1 through 8:
1 V 1.0071
2 O -0.0647
3 C -0.6991
4 O -0.0486
5 C -0.0844
6 C 0.0041
7 C -0.1313
8 N 0.0281